*a*
Molecular formula: C3H12CsN6O3
Method: DFT, the ωB97M-V functional and the def2-TZVPD basis

## Properties
* LUMO energy: -2.877 eV
* charge: +1
* HOMO level: -12.47 eV
* HOMO-LUMO gap: 0.3524 Eh

CARTESIAN COORDINATES (ANGSTROEM)
Cs1 -17.5969 -13.1266 -24.3529
C1 -17.5436 -12.1607 -20.5529
O1 -16.7659 -11.2816 -20.2581
N1 -17.3666 -13.4615 -20.1246
N2 -18.5766 -11.9486 -21.4250
H1 -16.4618 -13.6601 -19.7363
H2 -18.0991 -14.1195 -19.9312
H3 -19.1966 -12.6146 -21.8413
H4 -18.7636 -10.9814 -21.6338
C2 -15.2230 -16.0294 -25.3134
O2 -16.2832 -15.4435 -25.5114
N3 -14.0660 -15.6473 -25.9427
N4 -15.0786 -17.0213 -24.3800
H5 -14.1031 -15.2220 -26.8505
H6 -13.1982 -16.0767 -25.6699
H7 -15.9518 -17.3821 -24.0319
H8 -14.3571 -17.7158 -24.4846
C3 -19.3210 -9.6637 -24.7975
O3 -19.3471 -10.7235 -24.1694
N5 -20.2339 -8.6676 -24.6641
N6 -18.4385 -9.5033 -25.8397
H9 -20.2345 -7.9004 -25.3117
H10 -21.0983 -8.9004 -24.2072
H11 -18.4524 -8.6901 -26.4286
H12 -17.7306 -10.1900 -26.0206

***

*b*
Molecular formula: C3H12CsN6O3
Method: DFT, the ωB97M-V functional and the def2-TZVPD basis

## Properties
* LUMO energy: -2.593 eV
* charge: +1
* HOMO level: -11.70 eV
* HOMO-LUMO gap: 0.3346 Eh

CARTESIAN COORDINATES (ANGSTROEM)
Cs1 1.6144 -0.4944 0.7540
C1 0.3137 1.5803 -0.6231
O1 0.3167 1.1985 0.5045
N1 1.0475 2.5687 -1.0551
N2 -0.6161 1.1341 -1.5031
H1 0.8739 2.9441 -1.9765
H2 1.4180 3.2575 -0.4160
H3 -1.2737 0.4426 -1.1722
H4 -0.5822 1.3767 -2.4830
C2 -0.5134 -0.2721 2.9851
O2 -0.1230 -0.4986 1.8527
N3 0.0504 0.4951 3.8049
N4 -1.5066 -0.8356 3.6204
H5 0.6494 1.2402 3.4791
H6 -0.5628 0.6712 4.5879
H7 -1.5337 -0.5040 4.5740
H8 -2.3269 -1.2734 3.2259
C3 0.3535 -1.3947 -2.0105
O3 0.4770 -0.8796 -0.9166
N5 -0.5447 -1.1584 -2.8612
N6 1.2696 -2.1949 -2.5946
H9 -0.6035 -1.8165 -3.6252
H10 -1.3296 -0.5397 -2.7155
H11 1.9504 -2.4812 -1.9056
H12 1.1819 -2.5657 -3.5300

***

Quick one: least stable of them? *b*

***

*a*
Molecular formula: C3H12N2S
Method: DFT, the ωB97M-V functional and the def2-TZVPD basis

## Properties
* LUMO energy (spin up / spin down): -2.921 / -8.500 eV
* charge: +1
* HOMO level (spin up / spin down): -13.75 / -12.18 eV
* spin multiplicity: 2
* HOMO-LUMO gap (spin up / spin down): 0.3978 / 0.1353 Eh
* <S²>: 0.76

CARTESIAN COORDINATES (ANGSTROEM)
C1 2.4418 -0.4795 0.5420
S1 1.2185 0.9064 0.9123
C2 1.3009 1.9125 -0.6511
H1 2.8602 -0.7431 1.5659
H2 3.3671 0.0922 0.0750
H3 1.8890 -1.2249 -0.0745
H4 0.5056 1.7359 -1.3431
H5 1.2516 3.0978 -0.3293
H6 2.1552 1.6981 -1.3369
N1 -2.7448 -0.1143 -0.3872
C3 -2.0656 -1.1489 -1.1254
N2 -1.4179 -1.8492 0.0119
H7 -3.7337 -0.0824 -0.6715
H8 -2.7200 -0.4292 0.6181
H9 -2.7537 -1.7760 -1.7713
H10 -1.2196 -0.5261 -1.7793
H11 -0.5808 -1.4299 0.3002
H12 -1.4401 -2.8759 0.1847

***

*b*
Molecular formula: C3H12N2S
Method: DFT, the ωB97M-V functional and the def2-TZVPD basis

## Properties
* LUMO energy (spin up / spin down): -3.529 / -8.545 eV
* charge: +1
* HOMO level (spin up / spin down): -11.76 / -11.71 eV
* spin multiplicity: 2
* HOMO-LUMO gap (spin up / spin down): 0.3027 / 0.1162 Eh
* <S²>: 0.75

CARTESIAN COORDINATES (ANGSTROEM)
C1 -0.9485 -1.4738 -3.1888
S1 -0.8264 -0.6139 -1.6630
C2 -1.9033 0.7771 -2.0368
H1 -0.1267 -2.3140 -3.2335
H2 -0.8602 -0.8680 -4.1118
H3 -1.9096 -1.9331 -3.1016
H4 -2.9977 0.3931 -2.3112
H5 -1.8349 1.6990 -1.4349
H6 -1.6601 1.2140 -3.0946
N1 1.1470 1.4862 2.3034
C3 1.0328 0.1035 2.8157
N2 2.2278 -0.8260 2.8346
H7 1.9599 1.8599 2.7154
H8 0.2125 1.9715 2.3586
H9 0.5776 0.0434 3.8092
H10 0.1595 -0.2704 2.2355
H11 2.6635 -0.8943 1.9170
H12 3.0867 -0.3543 3.1868

***

Quick one: least stable of them? *a*